[1]
Here is C30H56F3HgN2O14S5 as an isolated structure from OMol25. Energies are from ωB97M-V/def2-TZVPD.

Geometry as XYZ:
```
111
Properties=species:S:1:pos:R:3:forces:R:3:mulliken_charge:R:1
Hg -2.603193 3.203020 -0.592584 -0.13 -0.72 -0.17 1.94
C -0.166085 -0.392084 0.845380 -0.26 -0.21 0.00 -0.17
F -1.184219 -0.498811 1.703822 0.21 0.10 -0.02 -0.18
F 0.700410 0.516178 1.309781 -0.06 0.02 0.02 -0.15
F 0.447612 -1.561550 0.744953 0.12 -0.19 0.26 0.06
S -0.755608 0.056644 -0.812747 -0.27 0.02 0.03 -0.10
O -1.665289 -0.995281 -1.162282 -0.44 -0.11 -0.07 -0.69
O -1.388423 1.358306 -0.580409 0.22 -0.34 0.25 0.59
O 0.437101 0.153404 -1.593884 0.71 0.24 -0.49 -0.28
C 0.756093 -6.345933 3.599533 0.38 0.17 -0.54 -1.11
C 0.649318 -4.864970 3.900429 0.23 -0.23 0.11 0.60
O 0.144711 -4.478162 4.925693 -0.12 0.03 0.07 -0.56
C 1.233081 -3.895194 2.914250 -0.05 0.72 -0.13 -0.39
H -0.222225 -6.745457 3.334224 -0.08 -0.05 0.26 0.28
H 1.177628 -6.851734 4.464389 -0.27 -0.11 0.11 0.36
H 1.419771 -6.529424 2.750000 -0.04 0.04 0.05 0.30
H 0.703742 -3.913677 1.957688 -0.02 -0.20 0.05 -0.24
H 2.291881 -4.028597 2.697630 -0.01 -0.37 0.10 0.49
H 1.137850 -2.889285 3.322348 -0.09 -0.02 -0.01 0.20
C 5.356024 -0.398758 1.980408 -0.35 -0.02 0.23 -1.11
C 4.188453 -1.287744 1.597209 -0.15 0.14 -0.15 0.65
O 3.773644 -2.136877 2.343981 -0.02 -0.21 0.25 -0.49
C 3.557158 -1.023823 0.256070 0.72 0.22 -0.27 0.44
H 5.026142 0.643887 2.033844 0.21 -0.19 -0.43 0.16
H 6.163651 -0.481378 1.256385 0.08 0.02 0.02 0.47
H 5.671581 -0.677277 2.982889 0.25 -0.11 -0.06 0.37
H 4.362353 -1.012975 -0.486839 -0.16 0.21 -0.06 0.53
H 3.119109 -0.022718 0.282166 -0.02 -0.04 -0.18 -0.54
H 2.824364 -1.754863 -0.058051 -0.16 -0.13 0.30 -0.20
C 2.186983 -3.353215 -2.701785 0.72 0.43 -0.17 -0.44
C 1.379000 -3.221146 -3.962064 -0.53 -0.33 0.51 0.42
O 1.659878 -3.841208 -4.951110 0.19 -0.06 -0.59 -0.58
C 0.139685 -2.369748 -3.875626 -0.60 -0.32 -0.08 -0.31
H 1.574191 -3.583813 -1.832247 -0.04 -0.05 0.01 0.00
H 2.703815 -2.404385 -2.509242 -0.20 0.02 0.09 0.00
H 2.968159 -4.089705 -2.874566 -0.13 -0.19 0.18 0.42
H 0.379608 -1.360926 -3.545795 -0.14 0.07 0.01 -0.12
H -0.549561 -2.813290 -3.145889 0.30 0.18 0.28 0.19
H -0.433563 -2.412827 -4.802926 0.39 0.30 -0.22 0.42
C 1.823319 1.322083 -4.287452 -0.54 -0.11 -0.65 -0.74
C 2.949906 1.034972 -3.420270 0.57 -0.39 0.36 0.85
N 3.835497 0.801981 -2.718825 -0.59 0.06 -0.51 -0.58
H 1.633246 0.495838 -4.976528 0.16 -0.13 0.18 0.37
H 1.984197 2.188730 -4.928758 0.24 0.11 0.21 0.47
H 0.911566 1.463098 -3.707751 0.10 -0.06 0.15 -0.17
C -1.203895 -4.286929 -0.196828 0.32 0.65 -0.36 -0.26
C -1.991066 -4.070983 1.010863 0.11 -0.39 -0.40 0.28
N -2.582655 -3.929474 1.981352 -0.23 0.21 0.21 -0.51
H -0.936055 -3.306199 -0.607839 0.05 -0.13 0.15 -0.36
H -1.731946 -4.796887 -0.998576 -0.27 -0.24 0.28 0.54
H -0.289726 -4.828265 0.039791 -0.04 -0.07 0.03 0.37
C 3.029755 3.627249 -1.444911 0.17 -0.53 0.04 -1.22
C 2.566461 2.933760 -0.149075 0.40 -0.40 -0.23 1.45
C 1.624393 3.878290 0.587394 -0.10 0.06 -0.60 -0.79
S 0.686274 4.629592 -0.755532 0.73 -0.52 0.15 0.93
O 0.678676 6.046979 -0.646565 -0.39 0.60 0.10 -0.68
O -0.605706 3.921737 -0.905780 -0.49 0.25 -0.24 -0.67
C 1.751964 4.109131 -2.104543 -0.44 0.78 -0.47 -0.40
H 3.511362 2.891109 -2.090938 -0.02 0.28 0.24 0.38
H 3.755401 4.425160 -1.293028 -0.22 0.20 0.21 0.42
H 3.392282 2.605581 0.482237 0.05 0.25 0.01 0.24
H 2.071777 2.009563 -0.461154 -0.30 0.07 0.16 -1.10
H 2.148692 4.735900 1.008522 0.01 -0.11 0.26 0.44
H 0.948051 3.406695 1.292954 -0.03 0.03 0.07 0.31
H 1.854546 5.009664 -2.713371 0.12 -0.02 0.05 0.52
H 1.216233 3.378978 -2.710723 0.11 -0.22 0.34 -0.09
C 3.594981 2.130134 3.588822 0.24 -0.03 0.04 0.13
C 2.068194 2.154161 3.749661 -0.68 0.25 -0.33 0.80
C 1.746777 1.829822 5.186782 0.40 -0.35 1.03 -0.99
S 2.976818 2.731731 6.135426 -0.17 -0.11 -0.59 1.20
O 3.392596 1.982730 7.274891 0.14 -0.29 0.60 -0.65
O 2.514138 4.081106 6.277762 -0.09 0.51 -0.03 -0.65
C 4.246202 2.673332 4.868243 0.53 -0.32 0.24 -0.96
H 3.959610 2.701784 2.734071 -0.26 0.05 -0.09 0.54
H 3.938021 1.106348 3.425290 -0.28 0.15 0.28 -0.56
H 1.534768 1.451619 3.104580 0.38 0.08 -0.03 -0.66
H 1.672952 3.149635 3.519359 0.11 0.02 0.08 0.13
H 1.904831 0.784050 5.462928 0.06 -0.05 -0.31 0.35
H 0.780659 2.114992 5.596721 -0.10 0.21 -0.32 0.51
H 5.018471 1.997864 5.234267 -0.10 -0.08 0.07 0.40
H 4.721567 3.650736 4.817225 -0.34 0.16 -0.23 0.35
C -2.999566 0.491224 -5.600796 -0.81 -0.36 -0.77 -0.70
C -4.482953 0.851901 -5.873270 0.23 0.35 0.24 -0.69
C -4.943956 1.660939 -4.663692 0.63 0.27 0.07 -0.90
S -4.272004 0.777464 -3.268011 0.47 0.26 -1.25 1.18
O -5.173242 -0.266258 -2.908919 -0.42 -0.47 0.65 -0.70
O -3.791591 1.705425 -2.253115 -0.08 0.39 0.23 -0.56
C -2.866284 0.073027 -4.153584 0.28 0.15 0.79 0.28
H -2.381322 1.345354 -5.870254 0.17 -0.01 0.23 0.34
H -2.758057 -0.336720 -6.265583 0.34 0.07 0.03 0.31
H -5.069107 -0.051037 -6.028595 -0.16 0.07 0.03 0.34
H -4.546331 1.503068 -6.742598 -0.13 -0.26 -0.19 0.40
H -6.007162 1.833312 -4.536752 -0.07 -0.10 0.04 0.48
H -4.388491 2.604687 -4.664531 -0.29 0.10 0.00 0.32
H -2.936831 -0.993272 -3.950886 -0.01 -0.09 -0.23 0.40
H -1.963845 0.436739 -3.664925 0.01 -0.01 0.00 -0.51
C -4.734730 -1.193727 1.561413 1.04 -0.11 1.20 -0.26
C -5.643917 -0.505971 2.581680 -1.41 -0.38 -0.16 -0.93
C -5.412027 0.976541 2.443127 0.70 0.80 0.30 -0.75
S -5.232229 1.208186 0.684400 0.05 -0.74 0.17 0.97
O -4.015485 2.023336 0.474165 0.28 0.78 0.49 -0.82
O -6.453188 1.646362 0.104634 -0.46 0.57 -0.45 -0.65
C -4.879306 -0.487691 0.243460 -0.44 0.17 -0.43 0.30
H -4.879124 -2.268001 1.498232 -0.20 -0.01 -0.12 0.51
H -3.711079 -1.068494 1.936760 -0.01 -0.12 -0.18 -0.16
H -5.542511 -0.854131 3.606232 0.43 0.01 -0.01 0.45
H -6.704465 -0.682355 2.351177 0.16 -0.15 -0.14 0.32
H -4.483228 1.305609 2.915582 0.08 -0.14 -0.12 0.36
H -6.190587 1.659507 2.776338 -0.24 -0.21 -0.05 0.47
H -4.025704 -0.512621 -0.429026 0.08 -0.08 0.09 -0.38
H -5.779645 -0.814403 -0.278386 0.07 0.07 -0.16 0.41
```
Positions in Å, forces in eV/Å.

Results
* spin multiplicity: 1
* HOMO energy: -10.7 eV
* Kohn-Sham gap: 5.14 eV
* LUMO level: -0.2058 Ha
* charge: +1



[2]
Here is a 2-piece molecular cluster, C2H6N3O3 overall from OMol25. Energies are from ωB97M-V/def2-TZVPD.

Geometry as XYZ:
```
14
Properties=species:S:1:pos:R:3:forces:R:3:nbo_charge:R:1
C -0.809793 -0.796386 -0.887204 -3.01 -0.88 4.06 -0.10
C 2.193824 0.355134 0.163103 -1.07 -1.45 2.89 0.03
N -1.653585 0.201637 -0.802302 1.17 0.98 -2.31 -0.39
N 1.467326 -0.756324 0.753274 0.06 -0.29 -0.79 -0.77
N -2.697169 0.169061 -0.008182 -0.51 -0.99 3.22 0.56
O -2.637283 -0.576872 1.053579 -0.59 1.22 -2.16 -0.53
O -3.630628 0.973645 -0.220705 0.83 -0.96 0.08 -0.46
O 1.512300 1.592023 0.322075 -1.77 -0.41 -2.09 -0.75
H -1.015742 -1.705848 -0.305449 0.13 0.18 -0.38 0.19
H 0.063047 -0.741852 -1.380548 2.56 0.51 -2.12 0.17
H 3.176648 0.395682 0.684330 -0.22 0.47 -0.70 0.14
H 2.185772 -0.014024 -0.812429 1.07 0.37 -2.27 0.14
H 1.181300 -0.475612 1.670338 -0.45 0.29 0.82 0.30
H 0.663981 1.379739 -0.229876 1.78 0.95 1.73 0.47
```
Positions in Å, forces in eV/Å.

Results
* spin multiplicity: 1
* HOMO energy (alpha / beta): -4.7 / -2.4 eV
* Kohn-Sham gap (alpha / beta): 8.43 / 5.32 eV
* ΔE to the lowest compared entry with this formula, charge and spin: 219.7 kcal/mol
* LUMO level (alpha / beta): 0.1362 / 0.1076 Ha
* charge: -1



[3]
Here is C13H15HoNTe as an isolated structure from OMol25. Energies are from ωB97M-V/def2-TZVPD.

Geometry as XYZ:
```
31
Properties=species:S:1:pos:R:3:forces:R:3:lowdin_spin:R:1
C -0.692819 3.205575 -1.709026 0.11 0.51 -1.00 0.00
C -1.556145 2.246933 -2.311407 -0.03 0.65 -1.13 0.00
C -0.757889 1.152043 -2.749206 0.31 0.70 -1.15 0.00
C 0.594910 1.427363 -2.407389 0.16 0.68 -1.61 0.00
C 0.636125 2.696219 -1.759861 0.20 0.62 -1.38 0.00
Ho -0.598135 1.270044 -0.340592 2.03 -5.91 -2.77 4.03
N -0.256022 2.013072 1.322472 1.02 3.79 6.29 -0.01
C -1.718850 1.985774 1.693036 -0.18 0.44 0.73 0.00
C -2.513016 1.371650 0.512886 -3.67 0.03 1.31 -0.01
H -1.127594 0.242824 -3.227243 0.14 0.30 0.20 0.00
H -2.637762 2.333207 -2.417456 0.43 -0.05 0.09 0.00
H 1.448464 0.769466 -2.578141 -0.45 0.34 0.09 0.00
H 1.526607 3.182305 -1.356260 -0.36 -0.25 -0.10 0.00
H -1.000001 4.145135 -1.245900 0.11 -0.38 -0.15 0.00
H -3.285379 2.049124 0.121340 0.05 -0.33 0.33 0.00
H -1.849271 1.391700 2.620377 0.00 0.28 -0.34 0.00
H 0.315861 2.556024 1.969882 -0.48 -0.36 0.07 0.00
H -2.933818 0.380804 0.740988 -0.17 0.28 0.23 0.00
H -2.066799 3.019097 1.889937 -0.01 -0.41 0.00 0.00
Te 2.216746 0.161777 0.227146 0.58 -0.71 0.13 0.00
C 1.764129 -1.855985 0.657783 0.42 0.51 -0.03 0.00
C 2.828798 -2.756215 0.783140 -0.43 -0.79 0.21 0.00
C 2.583973 -4.099266 1.077261 -0.39 0.46 -0.07 0.00
C 1.270773 -4.545939 1.247104 -0.09 0.31 -0.07 0.00
C 0.203577 -3.647419 1.120737 0.56 0.20 -0.08 0.00
C 0.449070 -2.300109 0.826891 0.42 -0.90 0.12 0.00
H 3.849089 -2.414648 0.655413 -0.09 0.07 -0.02 0.00
H 3.411547 -4.790700 1.174887 0.02 -0.05 0.01 0.00
H 1.081798 -5.586805 1.475124 -0.05 -0.04 0.01 0.00
H -0.811771 -3.996388 1.253292 -0.07 -0.02 0.01 0.00
H -0.376195 -1.606659 0.732786 -0.08 0.02 0.06 0.00
```
Positions in Å, forces in eV/Å.

Results
* spin multiplicity: 5
* ⟨S²⟩: 6.005
* HOMO energy (alpha / beta): -3.1 / -3.1 eV
* Kohn-Sham gap (alpha / beta): 5.93 / 5.94 eV
* ΔE to the lowest compared entry with this formula, charge and spin: 0.0 kcal/mol
* LUMO level (alpha / beta): 0.1037 / 0.1038 Ha
* charge: -1



[4]
Here is one molecule with the formula C24H36N4O3 from OMol25. Energies are from ωB97M-V/def2-TZVPD.

Geometry as XYZ:
```
67
Properties=species:S:1:pos:R:3:forces:R:3:nbo_charge:R:1
C 6.287248 2.025014 -0.485362 0.06 0.24 -0.01 -0.25
H 5.730721 2.628097 0.239093 0.01 -0.02 -0.04 0.18
O 5.914403 0.669883 -0.425874 -0.22 -0.33 -0.02 -0.49
C 4.618788 0.342047 -0.696559 -0.03 -0.10 0.03 0.32
C 4.311218 -1.015818 -0.614692 0.04 0.11 -0.03 -0.27
C 3.030665 -1.472466 -0.866938 0.14 0.01 -0.22 0.00
C 2.040453 -0.558346 -1.214187 -0.07 0.02 -0.10 -0.29
C 2.338293 0.788000 -1.287100 -0.09 -0.12 0.03 -0.11
C 3.618634 1.247836 -1.027623 0.29 0.21 0.07 -0.34
H 3.812156 2.306791 -1.079229 0.07 0.10 0.00 0.22
H 1.568890 1.503773 -1.528929 -0.10 0.10 -0.02 0.21
H 1.035041 -0.905407 -1.408062 -0.13 -0.04 -0.02 0.21
C 2.688792 -2.922153 -0.658021 0.10 0.03 0.15 -0.40
H 1.804247 -3.186877 -1.238884 0.04 -0.03 -0.01 0.22
H 3.516939 -3.563969 -0.960677 -0.04 -0.03 -0.06 0.22
C 2.390002 -3.167312 0.837311 0.08 0.09 -0.17 -0.45
C 1.387848 -2.177034 1.288497 -0.44 -0.24 0.16 0.48
N 0.104646 -2.238440 1.173216 0.67 -1.15 -0.35 -0.31
N -0.388543 -1.056654 1.610734 -0.16 1.15 0.48 -0.34
C 0.619817 -0.330048 1.968573 -0.39 -0.18 -0.11 0.49
O 1.784027 -0.989157 1.801875 0.10 0.05 0.14 -0.41
C 0.592199 1.048185 2.507602 0.12 0.11 0.09 -0.45
C -0.643403 1.810556 2.021217 0.23 0.00 -0.07 -0.49
H -1.527128 1.191654 2.131998 -0.10 0.00 0.03 0.23
C -0.419736 2.332384 0.603547 -0.09 -0.09 0.22 0.69
O 0.462155 3.158150 0.419365 0.32 0.21 0.19 -0.66
N -1.215040 1.908389 -0.403180 0.00 -0.03 -0.29 -0.43
C -1.133826 2.632380 -1.656539 0.15 0.23 -0.07 -0.43
H -0.715435 2.013086 -2.451268 -0.03 0.03 -0.05 0.19
H -2.123585 2.980139 -1.953645 -0.03 -0.03 -0.07 0.20
H -0.483674 3.492068 -1.500518 -0.10 -0.10 -0.09 0.25
C -2.200528 0.837842 -0.289578 -0.40 -0.10 0.20 -0.07
C -3.563132 1.372641 0.156671 0.07 -0.38 -0.04 -0.42
H -3.958936 2.026572 -0.622711 -0.04 0.10 -0.05 0.21
H -3.463988 1.958646 1.071277 -0.01 0.03 0.07 0.21
C -4.558938 0.227434 0.383705 -0.27 0.35 0.29 0.13
N -4.595539 -0.592946 -0.814618 -0.20 0.00 -0.11 -0.67
H -5.249064 -1.357788 -0.691488 -0.04 0.01 -0.03 0.36
C -3.381482 -1.081298 -1.451553 0.17 -0.21 -0.41 0.15
C -2.389705 0.083587 -1.604885 -0.12 -0.11 0.30 -0.41
H -2.787714 0.758496 -2.362746 0.03 0.06 -0.09 0.21
H -1.434299 -0.311052 -1.952723 0.08 -0.03 -0.10 0.21
C -3.810524 -1.536220 -2.857321 0.15 0.18 0.24 -0.60
H -2.941508 -1.771573 -3.466138 0.12 -0.11 -0.09 0.20
H -4.381454 -0.750074 -3.344350 -0.04 0.09 -0.04 0.21
H -4.436796 -2.422647 -2.791297 -0.09 -0.16 -0.01 0.20
C -2.724549 -2.283163 -0.750912 -0.07 0.31 -0.04 -0.63
H -2.016320 -2.758889 -1.425442 0.14 -0.09 -0.05 0.21
H -3.482696 -3.017902 -0.486016 -0.09 -0.10 0.01 0.20
H -2.186283 -2.005939 0.147236 0.04 -0.01 0.13 0.23
C -5.968200 0.822300 0.533017 0.33 -0.04 -0.05 -0.60
H -6.269533 1.298565 -0.395994 -0.01 0.06 -0.09 0.22
H -5.989583 1.559447 1.331326 -0.04 0.07 0.16 0.20
H -6.686935 0.039862 0.764888 -0.13 -0.11 0.06 0.20
C -4.229517 -0.540366 1.677554 0.05 0.15 -0.27 -0.64
H -4.894899 -1.396092 1.776573 -0.08 -0.10 0.03 0.21
H -3.207163 -0.902773 1.695247 0.16 -0.07 0.05 0.22
H -4.379724 0.106776 2.539153 -0.01 0.06 0.15 0.21
H -1.815850 0.127752 0.444025 -0.12 0.11 -0.11 0.26
H -0.756987 2.704228 2.639246 -0.04 -0.06 -0.08 0.24
H 1.499075 1.568436 2.190624 -0.06 0.02 0.08 0.26
H 0.594322 0.994637 3.600636 0.05 0.04 -0.06 0.23
H 1.996685 -4.172784 0.982808 0.02 0.04 0.10 0.24
H 3.300414 -3.033296 1.422222 0.00 -0.10 0.01 0.23
H 5.099344 -1.701327 -0.342185 0.13 -0.11 0.04 0.22
H 6.141472 2.438138 -1.488728 -0.01 -0.01 0.05 0.18
H 7.347121 2.050304 -0.236339 -0.08 0.05 -0.02 0.20
```
Positions in Å, forces in eV/Å.

Results
* spin multiplicity: 1
* structure (SMILES): COc1cccc(CCc2nnc(CCC(=O)N(C)C3CC(C)(C)NC(C)(C)C3)o2)c1
* HOMO energy: -8.5 eV
* Kohn-Sham gap: 9.25 eV
* ΔE to the lowest compared entry with this formula, charge and spin: 0.0 kcal/mol
* LUMO level: 0.0282 Ha
* charge: 0